[1]
Entry from the OMol25 dataset: a structure of composition C17H15HfN7O6S (ωB97M-V with the def2-TZVPD basis set).

The total charge is +2. As for the largest force on an atom: 0.77 eV/Å. Its spin multiplicity is 1. The value obtained for the relative energy (zero: lowest compared OMol25 entry of this formula, charge and spin) is 0.198 eV. For the energy, the calculation gives -52713.329 eV.

Geometry as XYZ:
```
47
Properties=species:S:1:pos:R:3:forces:R:3:lowdin_charge:R:1
Hf 0.26396 0.66916 -0.28419 0.474 -0.608 -0.040 1.78
S 2.19043 2.44246 3.44951 -0.081 -0.001 -0.203 1.12
C 3.56534 2.06837 2.52203 0.029 -0.064 0.063 -0.37
C 3.24268 1.51534 1.31860 0.049 0.039 -0.102 -0.22
C 1.84322 1.39339 1.09169 -0.378 -0.065 -0.040 -0.31
C 1.14551 1.88020 2.19721 0.352 0.061 0.142 -0.53
C -0.30769 1.95833 2.34132 -0.140 0.142 0.098 -0.28
C -0.94455 2.70304 3.32813 -0.122 -0.091 0.021 0.01
C -2.32638 2.75636 3.35226 0.079 -0.013 -0.014 0.01
C -3.06501 2.07013 2.39119 -0.031 -0.048 0.053 -0.01
C -2.38402 1.35126 1.44101 -0.039 0.033 0.001 -0.09
N -1.03985 1.29525 1.41389 0.187 0.141 -0.233 -0.05
H 4.54990 2.26062 2.92028 -0.010 -0.012 0.001 0.09
H 4.00674 1.21430 0.61276 0.008 0.011 0.008 0.09
H -0.36168 3.24742 4.05762 0.006 -0.009 0.002 0.11
H -2.83042 3.33937 4.11147 -0.002 0.001 -0.002 0.13
H -4.14449 2.09882 2.38176 0.003 -0.015 0.003 0.13
H -2.90711 0.80325 0.66647 -0.009 0.011 -0.008 0.13
O -1.03002 -0.21804 -1.84304 0.014 0.016 0.152 -0.13
C -1.62717 -1.32939 -1.87584 -0.065 0.056 -0.145 -0.11
C -1.46597 -2.39842 -0.96530 0.189 0.085 0.189 -0.12
C -2.26098 -3.55118 -1.13797 -0.077 0.012 -0.112 0.08
C -2.12392 -4.58536 -0.26489 0.106 0.003 0.069 -0.11
C -1.20949 -4.53508 0.79338 -0.078 -0.093 -0.041 0.07
C -0.41703 -3.42593 0.97609 0.096 0.107 0.019 0.04
C -0.52812 -2.33669 0.10793 -0.178 -0.249 -0.126 -0.29
O 0.23441 -1.27460 0.26882 -0.016 0.481 -0.033 -0.20
N -2.96073 -5.79064 -0.43976 -0.094 0.075 0.040 -0.35
O -2.80823 -6.67866 0.36460 0.030 -0.051 -0.002 0.12
O -3.74004 -5.78010 -1.36573 0.023 -0.031 -0.026 0.11
H -2.34124 -1.47870 -2.69160 0.002 0.036 -0.016 0.16
H -2.97822 -3.62531 -1.94634 0.008 0.015 0.001 0.14
H -1.14161 -5.38621 1.45809 0.002 0.004 -0.001 0.14
H 0.29556 -3.37743 1.78788 -0.004 0.007 -0.003 0.14
N 2.23647 -0.33524 -1.70215 0.068 -0.065 0.120 0.04
N 2.78867 0.54801 -2.65178 0.015 0.021 -0.041 0.05
C 2.19964 1.74399 -2.81987 -0.007 -0.114 0.144 -0.34
N 2.64541 2.63793 -3.66853 0.068 0.049 -0.082 0.27
N 1.13298 1.87138 -2.01592 -0.183 -0.378 0.226 0.02
N 0.40052 2.97882 -1.86391 0.243 0.432 -0.450 -0.38
O -0.44200 2.77926 -0.95651 -0.414 0.089 0.262 -0.03
O 0.53524 3.98953 -2.48150 -0.074 -0.048 0.079 0.19
H 2.94971 -0.58331 -1.01787 -0.005 0.018 -0.008 0.12
H 1.93377 -1.18736 -2.16960 -0.002 0.016 -0.006 0.13
H 3.58757 0.26231 -3.20026 -0.011 0.005 0.004 0.18
H 3.46497 2.47169 -4.23402 -0.006 -0.004 0.011 0.15
H 2.17330 3.52767 -3.75740 -0.025 -0.010 0.022 0.13
```
Positions in Å, forces in eV/Å.

[2]
Entry from the OMol25 dataset: the molecule C5H5NO in a non-equilibrium geometry (ωB97M-V with the def2-TZVPD basis set).

As for the largest force on an atom: 1.23 eV/Å. Its spin multiplicity is 1. The value obtained for the relative energy (zero: lowest compared OMol25 entry of this formula, charge and spin) is 6.230 eV. For the energy, the calculation gives -8797.189 eV.

Geometry as XYZ:
```
12
Properties=species:S:1:pos:R:3:forces:R:3:lowdin_charge:R:1
O 2.69081 1.31770 -0.40311 -0.380 -0.020 -0.058 0.07
C 1.52662 1.00939 -0.39533 0.290 0.017 -0.084 -0.25
C 0.97967 -0.12776 0.38769 0.345 -0.061 -0.283 -0.23
C -0.34404 0.03765 1.02615 0.634 0.136 0.139 0.00
C -0.20739 -0.94473 -0.13036 0.034 -0.237 0.443 -0.24
C -1.33097 -0.58325 -0.88309 -0.125 0.153 -0.070 -0.09
N -2.50238 -0.33410 -0.65409 0.362 0.114 -0.534 0.15
H 0.74918 1.60361 -0.92809 0.133 0.006 -0.017 0.13
H 1.72325 -0.79518 0.82051 -0.051 0.196 0.022 0.15
H -0.73202 1.02203 0.74028 -0.148 -0.258 0.233 0.08
H -2.39194 -0.19679 0.37741 -1.199 0.065 0.259 0.08
H -0.16079 -2.00857 0.04203 0.105 -0.111 -0.049 0.15
```
Positions in Å, forces in eV/Å.

[3]
Entry from the OMol25 dataset: a cluster of 3 separate species, C4H16NO2 in total in a non-equilibrium geometry (ωB97M-V with the def2-TZVPD basis set).

As for the largest force on an atom: 3.30 eV/Å. Its spin multiplicity is 2. The value obtained for the relative energy (zero: lowest compared OMol25 entry of this formula, charge and spin) is 0.669 eV. For the energy, the calculation gives -9988.938 eV.

Geometry as XYZ:
```
23
Properties=species:S:1:pos:R:3:forces:R:3:lowdin_charge:R:1
C 0.10416 1.43300 1.16511 -0.253 -0.209 2.089 -0.13
C -0.21127 0.95117 -0.21722 2.877 1.390 -0.808 -0.35
C 0.49942 2.03396 -1.09946 -0.059 0.283 -0.599 -0.27
C 0.36898 1.92300 -2.62311 -0.107 0.821 0.395 -0.13
N 0.54171 -0.38050 -0.50109 -1.595 0.329 0.863 0.13
H -0.33712 2.37771 1.49355 -0.536 0.151 -0.811 0.08
H 1.16648 1.65327 1.31090 -0.030 -0.590 -0.168 0.08
H -0.23648 0.75820 1.95506 0.300 -0.278 -0.111 0.06
H -1.25203 0.78358 -0.44830 -0.137 0.013 0.022 0.12
H 0.22626 3.04872 -0.85296 -1.116 0.174 0.565 0.10
H 1.53704 2.12120 -0.78028 0.275 -0.719 -0.136 0.09
H -0.55959 1.37745 -2.79790 0.167 0.120 -0.707 0.06
H 0.37734 2.93174 -3.11071 -0.422 -0.781 0.487 0.08
H 1.23084 1.44451 -3.04009 0.235 -0.833 -0.388 0.04
H 0.37944 -1.06001 0.26540 0.266 0.066 0.241 0.06
H 0.05002 -0.83704 -1.28227 0.173 -0.308 -0.809 0.05
H 1.57180 -0.32296 -0.68135 -0.083 0.192 -0.019 0.05
H -2.66189 -2.67323 0.38713 0.442 -0.258 -0.360 0.03
H -1.93535 -2.28340 1.60448 0.623 -0.261 -0.206 0.01
O -1.75480 -2.70628 0.74367 -1.310 0.505 0.313 -0.14
H 1.15934 -2.95749 2.03474 -0.036 0.015 -0.029 0.05
H 0.27046 -1.96040 2.81258 0.152 -0.083 0.010 0.03
O 0.58274 -2.18997 1.92686 0.176 0.260 0.168 -0.12
```
Positions in Å, forces in eV/Å.